DFT (the ωB97M-V functional and the def2-TZVPD basis) results for a structure of composition C2H3NO2 at a distorted geometry.

CARTESIAN COORDINATES (ANGSTROEM)
C  -0.444  -0.431  0.943
C  -0.415  -0.142  -0.503
N  0.912  1.124  -0.973
O  -1.244  0.057  1.677
O  1.946  1.071  -0.390
H  0.512  -1.070  1.407
H  0.031  -0.845  -1.235
H  -1.297  0.235  -0.926

## Properties
E = -7703.466 eV
Orbital gap = 0.3129 Ha
Maximum force = 3.34 eV/A
Relative energy (zero: lowest compared OMol25 entry of this formula, charge and spin) = 100.9 kcal/mol
HOMO = -9.25 eV